Entry 1:
A structure of composition C31H43BBrNO9SSi2 in a non-equilibrium geometry. Source: the Open Molecules 2025 dataset; level of theory: the ωB97M-V functional and the def2-TZVPD basis.

```
89
Properties=species:S:1:pos:R:3:forces:R:3:mulliken_charge:R:1
C 2.933274 2.384904 2.647889 -0.3 -0.6 -0.7 -1.484
C 1.666488 1.551921 2.300333 1.7 -0.3 0.3 0.706
C 1.585004 0.404707 3.326621 -0.8 0.4 0.8 -0.870
C 0.212814 -0.332766 3.450592 0.6 0.0 -0.5 -0.593
Si -0.898695 -0.391019 1.919613 -0.1 0.5 0.2 -0.150
C -2.019490 -1.922840 2.086592 -0.5 0.2 0.2 -0.548
N -3.306340 -1.832002 1.371235 0.7 -0.4 -0.2 -0.412
C -3.162229 -1.286039 0.035919 -1.5 0.0 -0.5 -0.443
C -2.014371 1.178952 1.994028 0.8 -0.4 1.0 -0.293
C -3.232599 1.064176 2.894806 3.0 -0.5 -0.6 0.158
O -4.257496 1.412621 2.520843 -4.1 1.1 -0.9 -0.412
Br -3.170739 0.303400 4.698320 0.4 -0.1 0.3 -0.178
O -0.116276 -0.294361 0.433280 0.0 -1.1 1.1 -0.510
Si 0.744994 -1.646748 -0.109304 0.1 0.3 -0.7 -0.173
C 1.889611 -2.422154 1.190643 0.2 -0.4 -0.2 -0.707
S 2.723264 -3.935883 0.562794 -0.2 0.1 0.3 -0.143
C 3.438892 -4.598899 2.124110 -0.5 -0.2 -0.4 -0.231
C 3.608165 -6.135857 2.019988 0.0 0.4 0.5 -1.038
B 1.895326 -1.012809 -1.621422 0.5 0.7 -0.7 0.520
O 1.938456 0.351883 -1.883328 -0.2 -0.9 -0.4 -0.542
C 2.797528 -1.957445 -2.521076 -0.1 0.2 0.0 -0.446
C 2.136847 -3.312167 -2.918460 0.4 0.4 -0.2 -0.997
H 2.811609 2.940981 3.579065 0.2 -0.1 -0.1 0.209
H 3.746158 1.650276 2.725092 0.0 0.3 0.3 0.375
H 3.224345 3.034412 1.814953 -0.2 0.2 0.3 0.450
H 0.791551 2.204491 2.275661 -0.1 -0.3 -0.1 -0.005
H 1.893913 1.103079 1.327628 -0.7 0.3 -0.1 -0.192
H 1.786936 0.855584 4.310984 0.0 -0.2 -0.1 0.417
H 2.394204 -0.319464 3.189134 -0.1 0.2 -0.3 0.401
H 0.372928 -1.366742 3.789440 0.0 0.2 0.0 0.336
H -0.371507 0.157935 4.238595 0.0 -0.1 -0.2 0.532
H -2.253219 -2.000160 3.158547 0.2 -0.1 -0.2 0.507
H -1.540675 -2.878523 1.820568 0.1 0.3 0.0 0.367
H -4.043611 -1.404157 1.913551 0.1 0.1 -0.1 0.364
H -4.013746 -1.622298 -0.580097 0.2 0.0 0.1 0.365
H -2.274750 -1.672939 -0.467875 0.0 0.1 0.3 -0.140
H -3.210950 -0.184646 -0.005334 0.4 -0.2 -0.1 0.187
H -1.420774 2.014792 2.393531 0.1 -0.3 0.0 0.489
H -2.345167 1.495870 1.003637 -0.2 -0.1 0.2 0.304
H -0.216936 -2.661434 -0.593905 -0.2 -0.2 0.3 -0.188
H 1.318973 -2.728732 2.074855 0.2 0.3 0.1 0.328
H 2.688729 -1.703873 1.401664 -0.3 0.0 0.4 0.407
H 4.387731 -4.106757 2.345357 -0.2 0.0 0.0 0.385
H 2.700510 -4.364450 2.895279 0.3 0.1 0.0 0.155
H 3.209919 -6.536186 1.085032 0.2 0.0 0.1 0.323
H 3.049469 -6.594027 2.842418 0.1 -0.1 -0.2 0.283
H 4.655869 -6.414281 2.154978 -0.1 -0.1 -0.3 0.279
H 1.055892 0.708146 -2.089120 0.2 0.3 0.5 0.433
H 3.777096 -2.097564 -2.036645 -0.2 -0.2 0.0 0.326
H 3.019699 -1.395726 -3.439809 0.0 0.0 0.2 0.350
H 2.664167 -4.153182 -2.464508 -0.3 0.0 0.0 0.288
H 1.067703 -3.367316 -2.685407 0.2 0.0 0.2 0.272
H 2.198979 -3.404630 -4.008059 0.0 -0.2 0.2 0.330
C 3.420770 7.094805 6.163993 -0.1 0.0 0.0 -0.346
C 2.814297 5.912170 6.224584 0.0 0.1 0.0 -0.385
C 3.572416 4.649098 6.052610 0.0 -0.1 0.0 0.418
O 3.019867 3.570318 6.105326 0.0 0.1 0.0 -0.549
C 5.032020 4.754482 5.812006 0.1 0.0 0.0 -0.282
C 5.638914 5.936938 5.751296 0.0 -0.1 0.0 -0.331
C 4.881147 7.200877 5.923405 0.1 0.1 0.0 0.366
O 5.433550 8.278716 5.870221 0.0 -0.1 0.0 -0.542
H 2.884811 8.027437 6.286289 0.0 0.0 0.0 0.399
H 1.750318 5.815056 6.399845 0.0 0.0 0.0 0.418
H 5.567510 3.821541 5.689478 0.0 0.0 0.0 0.427
H 6.702799 6.033641 5.575821 0.0 0.0 0.0 0.401
C -3.331017 2.684047 -4.519729 0.1 0.0 0.0 -0.478
C -2.041089 2.573652 -4.213196 0.0 0.0 -0.1 -0.470
C -1.538790 1.432950 -3.410288 0.0 -0.1 0.0 0.125
O -0.361183 1.331174 -3.126748 -0.2 0.2 -0.1 -0.574
C -2.525866 0.423022 -2.965202 0.0 0.0 0.1 -0.267
C -3.814379 0.532021 -3.270518 0.0 0.0 0.1 -0.108
C -4.319077 1.669896 -4.074086 -0.1 0.2 0.2 0.171
O -5.495665 1.771691 -4.357153 0.1 0.0 0.0 -0.593
H -3.718949 3.509730 -5.102872 0.0 0.0 0.0 0.453
H -1.305389 3.302204 -4.529763 0.0 0.0 0.0 0.470
H -2.136057 -0.400009 -2.381267 0.0 0.0 0.0 0.641
H -4.548670 -0.197440 -2.952103 0.0 0.0 0.0 0.490
C -3.381369 -2.930517 -7.174612 0.0 -0.1 -0.1 -0.505
C -4.226448 -2.970772 -8.201195 0.1 0.0 0.0 -0.367
C -5.253680 -1.917971 -8.394105 -0.1 0.0 -0.1 0.245
O -6.025149 -1.955129 -9.328418 0.1 0.0 0.1 -0.545
C -5.300818 -0.818268 -7.399023 0.0 0.1 0.1 -0.325
C -4.456390 -0.776842 -6.371737 0.0 0.0 0.0 0.202
C -3.428213 -1.831356 -6.179744 0.0 0.0 0.0 0.339
O -2.653294 -1.797812 -5.246051 0.0 0.0 0.0 -0.444
H -2.625590 -3.689528 -7.016762 0.0 0.0 0.0 0.423
H -4.206411 -3.764515 -8.937171 0.0 0.0 0.0 0.407
H -6.056621 -0.058975 -7.556517 0.0 0.0 0.0 0.472
H -4.485776 0.023611 -5.639834 0.0 -0.3 -0.3 0.092
```
Forces are in eV/Å.

Lowest unoccupied orbital energy = -1.9 eV
Charge = 0
Orbital gap = 6.441 eV
ΔE to the lowest compared entry with this formula, charge and spin = 34.43 kJ/mol
E_HOMO = -8.36 eV
Multiplicity = 1
DFT total energy = -150071.09256 eV

Entry 2:
A structure of composition C31H43BCdF4N9O3PS. Source: the Open Molecules 2025 dataset; level of theory: the ωB97M-V functional and the def2-TZVPD basis.

```
94
Properties=species:S:1:pos:R:3:forces:R:3:mulliken_charge:R:1
Cd -0.324344 1.104993 1.053035 -0.1 -0.1 0.2 0.674
C -6.655003 -2.320630 -0.000281 0.0 0.0 0.0 -1.467
C -5.296995 -2.781854 0.460680 0.0 0.0 0.0 1.066
C -4.157327 -2.028630 0.199909 0.0 0.0 0.0 -0.902
C -2.905306 -2.451273 0.624904 0.1 0.0 0.0 -0.366
C -2.787862 -3.645645 1.321474 0.0 0.0 0.0 -0.255
C -3.913678 -4.408571 1.596557 0.0 0.0 0.0 -0.651
C -5.158217 -3.976140 1.165345 0.0 0.0 0.0 -0.603
S -1.159699 -4.200954 1.815825 0.1 0.0 -0.2 1.269
O -0.574775 -4.775706 0.622412 0.0 0.0 0.0 -0.722
O -1.386581 -5.133987 2.911448 -0.1 0.0 0.0 -0.786
N -0.426341 -2.865033 2.151637 0.2 -0.1 0.0 -0.136
C -0.651497 -2.179030 3.304168 -0.1 0.2 0.0 -0.167
C -0.884166 -2.774910 4.565782 0.2 0.0 0.1 -0.919
C -1.030817 -1.967029 5.667388 0.0 0.0 0.1 -0.507
C -0.983274 -0.585747 5.545512 0.0 0.1 0.0 -0.718
C -0.797225 -0.080523 4.265189 -0.1 -0.1 0.0 0.258
N -0.624072 -0.828716 3.188605 0.0 0.1 0.0 0.330
H -6.588868 -1.360293 -0.511694 0.0 0.0 0.0 0.339
H -7.341372 -2.205641 0.841914 0.0 0.0 0.0 0.313
H -7.103515 -3.038575 -0.691222 0.0 0.0 0.0 0.317
H -4.245870 -1.092774 -0.341428 0.0 0.0 0.0 0.320
H -2.013403 -1.862596 0.423517 -0.1 0.0 0.0 0.791
H -3.799597 -5.326259 2.159097 0.0 0.0 0.0 0.435
H -6.039612 -4.570962 1.385541 0.0 0.0 0.0 0.341
H -0.906495 -3.850098 4.641740 0.0 0.0 0.0 0.520
H -1.192196 -2.416144 6.641575 0.0 0.0 0.0 0.369
H -1.111661 0.076280 6.392011 0.0 0.0 0.0 0.395
H -1.072214 1.821558 4.965678 0.0 0.0 0.0 0.297
F 2.975745 4.050595 2.968347 0.0 0.0 0.0 -0.361
B 2.503834 4.079163 1.653218 0.0 0.1 0.0 0.271
F 1.761202 2.890263 1.390716 -0.1 0.1 0.1 -0.091
F 1.660422 5.194014 1.464699 0.0 0.0 0.0 -0.422
F 3.577925 4.142858 0.745455 0.0 0.0 0.0 -0.432
N -0.069538 0.149518 -0.706152 0.2 -0.1 0.1 -0.967
P 1.178842 0.183699 -1.602733 -0.1 0.2 -0.1 0.366
N 1.465717 1.692120 -2.271353 0.0 0.0 0.0 1.161
C 0.566381 2.807480 -1.948620 0.0 0.0 0.0 -0.173
C 0.703108 3.891441 -3.007612 0.0 0.0 0.0 -1.009
C 2.114936 4.496381 -2.981661 0.0 0.0 0.0 -0.719
C 3.150169 3.440238 -2.562601 0.0 0.0 0.0 -0.397
C 2.695564 2.042954 -2.966015 0.0 0.0 0.0 -0.898
N 2.724839 -0.224219 -1.065584 -0.1 -0.3 0.2 0.520
C 3.184245 0.466079 0.137369 0.0 0.1 -0.1 -0.871
C 3.034345 -0.396291 1.385686 0.0 0.0 0.0 0.261
C 3.756905 -1.728743 1.205439 0.1 0.0 0.0 -1.136
C 3.271730 -2.421896 -0.065223 0.1 0.0 0.0 0.100
C 3.410717 -1.489888 -1.262504 0.0 0.1 -0.1 -1.175
N 1.017744 -0.857007 -2.943089 0.0 0.0 0.1 -0.080
C 0.291844 -0.256814 -4.070798 0.0 0.0 0.0 -0.301
C -0.166512 -1.343329 -5.033118 0.0 0.0 0.0 -1.009
C -1.221558 -2.243551 -4.373238 0.0 0.0 0.0 -0.777
C -0.960600 -2.353892 -2.864769 0.0 0.0 0.0 -0.523
C 0.524451 -2.201582 -2.572982 0.0 0.0 -0.1 -0.429
H 0.798387 3.233469 -0.965271 0.0 0.0 0.0 -0.099
H -0.454200 2.432022 -1.893841 0.0 0.0 0.0 0.209
H -0.052285 4.662048 -2.838302 0.0 0.0 0.0 0.438
H 0.497522 3.448827 -3.988665 0.0 0.0 0.0 0.286
H 2.147978 5.327554 -2.273713 0.0 0.0 0.0 0.344
H 2.361106 4.903023 -3.968602 0.0 0.0 0.0 0.362
H 3.280926 3.465362 -1.478910 0.0 0.0 0.0 -0.122
H 4.125491 3.655978 -3.008363 0.0 0.0 0.0 0.521
H 3.454075 1.301473 -2.713846 0.0 0.0 0.0 0.454
H 2.558836 2.001943 -4.061167 0.0 0.0 0.0 0.276
H 2.648777 1.409450 0.247233 0.1 -0.1 0.0 0.021
H 4.246305 0.721600 -0.002448 0.0 0.0 0.0 0.398
H 1.973189 -0.597625 1.554936 -0.1 0.0 0.0 -0.614
H 3.411280 0.148518 2.256134 0.0 0.0 0.0 0.419
H 3.594832 -2.372782 2.073514 0.0 0.0 0.0 0.511
H 4.839435 -1.545417 1.132863 0.0 0.0 0.0 0.347
H 2.225716 -2.694175 0.063122 -0.2 -0.1 0.0 -0.234
H 3.828342 -3.347865 -0.244765 0.0 0.0 0.0 0.424
H 3.060525 -1.950493 -2.184646 0.0 0.0 0.0 0.523
H 4.480459 -1.257743 -1.407015 0.0 0.0 0.0 0.469
H 0.947444 0.452058 -4.580354 0.0 0.0 0.0 0.151
H -0.589130 0.311441 -3.731625 0.0 0.0 0.0 0.307
H 0.706373 -1.934144 -5.327024 0.0 0.0 0.0 0.313
H -0.560133 -0.884026 -5.944155 0.0 0.0 0.0 0.468
H -1.201836 -3.234218 -4.838070 0.0 0.0 0.0 0.297
H -2.220676 -1.834247 -4.551400 0.0 0.0 0.0 0.347
H -1.316349 -3.305773 -2.465821 0.0 0.0 0.0 0.618
H -1.474026 -1.560483 -2.318308 0.0 0.0 0.0 0.013
H 1.095539 -2.964276 -3.119432 0.0 0.0 0.0 0.363
H 0.699077 -2.372668 -1.512693 0.0 0.0 0.1 -0.053
N -1.233513 5.459459 1.789456 -0.1 0.0 0.0 -0.523
C -1.158305 4.089487 1.704066 0.0 0.1 0.1 0.545
O -1.155181 3.535082 0.609569 -0.1 -0.1 -0.1 -0.610
C -1.137241 3.348314 2.966829 0.1 0.0 0.1 1.299
C -0.856653 2.002403 2.950556 -0.1 -0.2 0.0 -0.690
N -0.878283 1.319819 4.106979 0.1 0.0 -0.1 -0.133
C -1.377503 4.027453 4.193574 -0.1 0.2 -0.1 -0.213
N -1.606042 4.561671 5.193603 0.1 -0.1 0.0 -0.675
H -0.911923 5.894765 0.937916 0.0 0.0 0.0 0.263
H -0.818811 5.858011 2.618888 0.0 0.0 0.0 0.235
```
Forces are in eV/Å.

Lowest unoccupied orbital energy = 4.2 eV
Charge = -2
Orbital gap = 7.132 eV
ΔE to the lowest compared entry with this formula, charge and spin = 0.00 kJ/mol
E_HOMO = -2.90 eV
Multiplicity = 1
DFT total energy = -88645.06246 eV